[1]
Entry from the OMol25 dataset: a structure of composition C22H42Cl3N4O4SiSn at a distorted geometry (ωB97M-V with the def2-TZVPD basis set).

For the orbital gap (alpha / beta), the calculation gives 2.760 / 2.750 eV. Its energy is -3267.9584 Ha. The calculation puts the LUMO energy (alpha / beta) at 2.6 / 2.6 eV. The relative energy (zero: lowest compared OMol25 entry of this formula, charge and spin) comes out at 0.7310 eV. As for the net charge: -1.

Cartesian coordinates (Å):
C (1.54435, 4.16147, -1.70725)
C (1.10232, 4.19927, -0.28605)
H (1.34382, 5.07989, -2.25356)
H (1.03341, 3.33321, -2.20820)
H (2.61954, 3.95406, -1.77337)
C (0.52508, 5.24303, 0.32625)
C (0.30509, 6.57370, -0.31860)
H (0.20813, 5.16393, 1.37559)
H (0.36401, 6.50031, -1.41948)
H (1.03084, 7.33926, 0.01245)
H (-0.69512, 6.95661, -0.06402)
Sn (0.16150, -0.08742, -0.52958)
Cl (2.55554, -0.35870, -0.31301)
Cl (-0.38138, -0.29414, -2.83532)
H (-0.77900, -5.64718, -0.38058)
H (1.34198, -5.90831, -1.86053)
C (-1.07334, -4.79122, -1.00362)
C (0.95889, -5.05812, -2.44106)
N (0.11201, -4.19637, -1.62163)
H (-1.57698, -4.03489, -0.40180)
C (0.41317, -2.93428, -1.41853)
O (-0.35996, -2.19304, -0.71090)
H (1.80223, -4.47769, -2.82020)
H (1.34200, -2.55359, -1.87512)
H (-1.74134, -5.16313, -1.79213)
H (0.38662, -5.45712, -3.28789)
H (-1.53340, 3.25777, -1.75582)
H (-2.50038, 4.06290, 0.90701)
C (-2.52210, 2.77421, -1.71094)
C (-3.32845, 3.42896, 0.55242)
N (-2.83961, 2.38323, -0.33503)
H (-2.52707, 1.89228, -2.36233)
C (-2.59448, 1.16220, 0.14273)
O (-2.02389, 0.24311, -0.53269)
H (-3.81321, 2.95800, 1.41537)
H (-2.90537, 0.95108, 1.17498)
H (-3.27530, 3.50326, -2.03300)
H (-4.04161, 4.05633, 0.00676)
O (0.32870, 2.02952, -0.36793)
C (1.23572, 2.83715, 0.36118)
C (-0.15626, 2.79749, 2.54601)
C (1.07518, 2.77874, 1.88333)
H (-1.09145, 2.70883, 1.97405)
C (-0.18229, 2.99974, 3.93347)
H (2.25129, 2.48749, 0.10717)
C (2.26301, 2.84412, 2.61600)
H (-1.13747, 3.09438, 4.45401)
C (1.00416, 3.07302, 4.67121)
C (2.22548, 3.02507, 3.99483)
H (3.21312, 2.78682, 2.07034)
H (0.98602, 3.19955, 5.75785)
H (3.16473, 3.15622, 4.52981)
Si (0.41459, 0.01987, -5.69159)
Cl (0.75477, 1.90010, -4.76956)
C (-1.41613, -0.50502, -5.74276)
C (1.56782, -1.37330, -5.10449)
C (0.84085, 0.11203, -7.54690)
H (-1.97356, -0.26216, -4.82846)
H (-1.42548, -1.59917, -5.87680)
H (-1.91531, -0.04453, -6.61276)
H (0.10910, 0.68207, -8.14793)
H (0.83299, -0.92830, -7.92050)
H (1.84717, 0.52293, -7.73710)
H (1.51709, -1.51665, -4.02043)
H (2.59825, -1.13233, -5.39615)
H (1.26215, -2.30503, -5.60394)
C (-1.83225, -1.25687, 3.72513)
N (-0.47148, -0.75272, 3.73491)
C (0.24535, -0.51429, 2.63035)
N (1.54494, -0.18878, 2.77627)
O (-0.33781, -0.60592, 1.49309)
H (-2.27377, -1.15689, 2.73374)
H (-2.42657, -0.68403, 4.44320)
H (-1.83071, -2.31519, 4.00377)
H (0.01865, -0.69053, 4.62566)
H (2.14663, -0.08945, 1.95614)
H (1.91662, 0.05646, 3.68744)

The net atomic charges from Löwdin, expressed in e, are: C -0.049; C -0.242; H 0.058; H 0.048; H 0.091; C -0.127; C -0.122; H 0.098; H 0.057; H 0.069; H 0.061; Sn 0.626; Cl -0.042; Cl 0.162; H 0.086; H 0.086; C -0.037; C -0.048; N -0.171; H 0.087; C -0.315; O -0.232; H 0.088; H 0.102; H 0.090; H 0.088; H 0.088; H 0.078; C -0.026; C -0.065; N -0.177; H 0.080; C -0.324; O -0.218; H 0.081; H 0.126; H 0.077; H 0.080; O -0.399; C -0.403; C -0.037; C -0.177; H 0.099; C -0.096; H 0.099; C -0.057; H 0.094; C -0.123; C -0.116; H 0.121; H 0.089; H 0.092; Si 0.081; Cl 0.239; C -0.267; C -0.245; C -0.245; H -0.029; H 0.025; H 0.016; H 0.020; H 0.025; H 0.019; H -0.040; H 0.025; H 0.026; C -0.086; N 0.016; C -0.569; N 0.183; O -0.156; H 0.080; H 0.075; H 0.074; H 0.130; H 0.003; H 0.104

[2]
Entry from the OMol25 dataset: a cluster of 5 separate species, C26H23N5O8 in total at a distorted geometry (ωB97M-V with the def2-TZVPD basis set).

For the orbital gap, the calculation gives 8.802 eV. Its energy is -1879.8783 Ha. The calculation puts the LUMO energy at -0.9 eV. The relative energy (zero: lowest compared OMol25 entry of this formula, charge and spin) comes out at 0.0000 eV.

Cartesian coordinates (Å):
C (7.04023, 0.78743, 0.26103)
C (5.95366, 0.95628, -0.69161)
N (5.10148, 1.09460, -1.44451)
H (7.90138, 1.38661, -0.03260)
H (7.35091, -0.25932, 0.23018)
H (6.77397, 1.04144, 1.27984)
C (4.91355, 3.76891, 0.89049)
C (3.74895, 3.06470, 1.16935)
C (3.61198, 2.31398, 2.31866)
C (4.69045, 2.21770, 3.18292)
C (5.87703, 2.87846, 2.91029)
C (5.97913, 3.66430, 1.77509)
N (4.60699, 1.33298, 4.34510)
O (3.80194, 0.42247, 4.29285)
O (5.34812, 1.56683, 5.27836)
H (5.02879, 4.25090, -0.07000)
H (2.88894, 3.08811, 0.51132)
H (2.68634, 1.80730, 2.55462)
H (6.68431, 2.78942, 3.62713)
H (6.92829, 4.16641, 1.63430)
C (2.50520, -1.38720, 1.19310)
C (2.45947, -0.35792, 0.26051)
C (1.46439, -0.32767, -0.69694)
C (0.57368, -1.37945, -0.77800)
C (0.60139, -2.40218, 0.15343)
C (1.59737, -2.43482, 1.11497)
N (-0.51615, -1.34867, -1.75346)
O (-1.13410, -2.37547, -1.94635)
O (-0.72686, -0.30079, -2.33788)
H (3.21813, -1.35948, 2.00874)
H (3.20210, 0.42199, 0.34272)
H (1.47469, 0.47401, -1.42309)
H (-0.20421, -3.12380, 0.19791)
H (1.54244, -3.25249, 1.82043)
C (-3.28109, 3.96771, -1.33639)
C (-2.89249, 2.64430, -1.49175)
C (-3.84110, 1.62762, -1.37147)
C (-5.12839, 1.96012, -1.02733)
C (-5.50779, 3.27398, -0.84834)
C (-4.59457, 4.29807, -1.04750)
N (-6.10161, 0.89013, -0.78969)
O (-7.19538, 1.20795, -0.36393)
O (-5.75446, -0.24573, -1.03067)
H (-2.45281, 4.67025, -1.32808)
H (-1.87692, 2.29953, -1.62830)
H (-3.50827, 0.60709, -1.49096)
H (-6.53645, 3.51013, -0.61110)
H (-4.92089, 5.32595, -0.99684)
C (-3.41751, -4.96501, 0.31989)
C (-4.71123, -4.45620, 0.40813)
C (-5.33256, -3.95070, -0.71564)
C (-4.61364, -3.91333, -1.89640)
C (-3.32509, -4.37216, -1.99047)
C (-2.70887, -4.89176, -0.86245)
N (-5.25390, -3.32767, -3.08447)
O (-6.42546, -3.00984, -2.99788)
O (-4.56704, -3.20156, -4.07906)
H (-2.99359, -5.40300, 1.21588)
H (-5.20882, -4.50609, 1.36713)
H (-6.35873, -3.61750, -0.68502)
H (-2.76564, -4.33122, -2.91232)
H (-1.69972, -5.27662, -0.90386)

The net atomic charges from Löwdin, expressed in e, are: C -0.055; C -0.274; N 0.153; H 0.090; H 0.089; H 0.057; C -0.065; C -0.078; C -0.016; C -0.154; C -0.029; C -0.079; N -0.352; O 0.077; O 0.090; H 0.113; H 0.115; H 0.122; H 0.124; H 0.114; C -0.057; C -0.073; C 0.004; C -0.145; C -0.004; C -0.058; N -0.336; O 0.082; O 0.073; H 0.102; H 0.063; H 0.122; H 0.112; H 0.110; C -0.077; C -0.058; C 0.003; C -0.152; C -0.007; C -0.065; N -0.350; O 0.079; O 0.079; H 0.107; H 0.100; H 0.114; H 0.120; H 0.107; C -0.080; C -0.067; C -0.002; C -0.147; C -0.022; C -0.083; N -0.345; O 0.075; O 0.078; H 0.104; H 0.106; H 0.122; H 0.118; H 0.108

[3]
Entry from the OMol25 dataset: a cluster of 2 separate species, C3H6N2O2 in total (ωB97M-V with the def2-TZVPD basis set).

For the orbital gap, the calculation gives 11.437 eV. Its energy is -377.7960 Ha. The calculation puts the LUMO energy at 0.9 eV. The relative energy (zero: lowest compared OMol25 entry of this formula, charge and spin) comes out at 4.4452 eV.

Cartesian coordinates (Å):
N (-2.59203, -0.50969, 0.63335)
C (-1.66660, 0.14593, 0.10950)
O (-1.37860, 1.33519, -0.44921)
C (-0.31837, 0.29988, -0.34917)
O (0.66301, 0.58956, 0.57375)
C (1.94179, 0.71031, 0.11812)
N (2.28179, 0.44951, -1.06351)
H (-3.45379, 0.03311, 0.67358)
H (-1.04987, -2.22102, 0.73292)
H (0.05420, -0.06485, -1.30132)
H (-0.34038, -2.39147, 0.57623)
H (2.57806, 1.04111, 0.94126)
H (3.28077, 0.58241, -1.19547)

The net atomic charges from Löwdin, expressed in e, are: N 0.155; C -0.427; O 0.126; C -0.229; O 0.015; C -0.266; N 0.123; H 0.072; H 0.030; H 0.146; H 0.055; H 0.138; H 0.062

[4]
Entry from the OMol25 dataset: a structure of composition C39H49N6O6SbSi3V at a distorted geometry (ωB97M-V with the def2-TZVPD basis set).

For the orbital gap (alpha / beta), the calculation gives 5.649 / 6.121 eV. Its energy is -4348.5269 Ha. The calculation puts the LUMO energy (alpha / beta) at -0.3 / -0.5 eV. The relative energy (zero: lowest compared OMol25 entry of this formula, charge and spin) comes out at 0.3693 eV. The spin multiplicity is 4.

Cartesian coordinates (Å):
V (0.30061, 0.38153, 0.68239)
C (-0.85250, 4.19027, 2.43934)
C (-0.00553, 3.24864, 1.82944)
N (-0.20285, 1.95575, 1.93271)
C (-1.19466, 1.49358, 2.76668)
C (-2.07222, 2.36492, 3.42133)
C (-1.89508, 3.75046, 3.20266)
C (-3.05492, 1.81247, 4.28308)
C (-3.08166, 0.46544, 4.49128)
C (-2.16062, -0.41278, 3.87147)
C (-1.23346, 0.06682, 2.98692)
N (-0.28036, -0.58932, 2.22680)
C (0.56679, -1.63515, 2.57860)
C (0.34703, -2.77710, 3.29665)
C (1.42420, -3.65427, 3.60287)
C (2.70702, -3.38243, 3.24059)
C (2.99256, -2.19431, 2.50942)
C (4.29208, -1.75392, 2.17579)
C (4.45953, -0.56900, 1.51888)
C (3.32405, 0.17013, 1.14329)
N (2.10756, -0.23251, 1.41880)
C (1.91939, -1.38793, 2.12819)
H (-0.67204, 5.24471, 2.28521)
H (0.83318, 3.57488, 1.22701)
H (-2.56916, 4.45234, 3.67929)
H (-3.76741, 2.46566, 4.77032)
H (-3.83044, 0.04503, 5.15061)
H (-2.23421, -1.47426, 4.06124)
H (-0.64777, -3.02047, 3.64453)
H (1.20915, -4.55203, 4.16820)
H (3.51831, -4.03862, 3.52929)
H (5.14896, -2.34813, 2.47019)
H (5.44189, -0.18692, 1.28081)
H (3.41133, 1.10565, 0.60596)
O (1.39990, 3.56460, -1.67261)
C (0.68907, 2.55528, -1.12760)
O (1.29824, 1.55712, -0.62757)
C (-0.71148, 2.60845, -1.19007)
C (-1.40745, 3.62056, -1.89841)
C (-2.76095, 3.54727, -1.99107)
C (-3.42231, 2.46356, -1.37757)
C (-2.68187, 1.52052, -0.69950)
N (-1.34891, 1.56528, -0.56567)
C (-3.38061, 0.36337, -0.03762)
O (-4.60884, 0.06210, -0.49542)
O (-2.90049, -0.26728, 0.85947)
H (2.32311, 3.28044, -1.71256)
H (-0.83931, 4.41374, -2.36317)
H (-3.32587, 4.29693, -2.52836)
H (-4.49852, 2.38886, -1.42913)
H (-4.68554, 0.37054, -1.41057)
C (-4.54813, -2.94464, -1.83369)
N (-3.17783, -2.61181, -1.47337)
C (-2.54427, -3.31337, -0.49845)
C (-1.31317, -2.98114, -0.08100)
C (-0.66833, -1.84869, -0.69707)
O (0.51591, -1.47782, -0.32484)
N (-1.28331, -1.20131, -1.67929)
C (-2.56389, -1.48613, -2.03838)
O (-3.21091, -0.79021, -2.82595)
H (-4.63663, -4.02032, -1.98244)
H (-4.78811, -2.42295, -2.75372)
H (-5.23914, -2.62167, -1.05354)
H (-3.08860, -4.15895, -0.09787)
H (-0.80961, -3.52541, 0.70409)
C (4.21549, -2.80357, -1.65801)
Si (2.88831, -2.86991, -2.98387)
C (3.67472, -3.32345, -4.62387)
C (1.67409, -4.22090, -2.53938)
Sb (1.79269, -0.57555, -2.97763)
Si (0.19814, -0.84156, -4.97186)
C (-0.76830, -2.45013, -4.82952)
C (1.17248, -0.92441, -6.59243)
C (-0.93368, 0.63669, -5.01935)
Si (3.56923, 0.83897, -4.15537)
C (2.57573, 2.20523, -4.99480)
C (4.60235, 1.67296, -2.81002)
C (4.79234, 0.15671, -5.40953)
H (4.91303, -3.64338, -1.72904)
H (3.74414, -2.83417, -0.67146)
H (4.79033, -1.87576, -1.72126)
H (4.22987, -4.26420, -4.53946)
H (4.36960, -2.55266, -4.95999)
H (2.91429, -3.45043, -5.39818)
H (2.19257, -5.17879, -2.43296)
H (0.90049, -4.33796, -3.29940)
H (1.18161, -3.99503, -1.58956)
H (-0.65017, -2.89723, -3.84187)
H (-0.43933, -3.17212, -5.57966)
H (-1.83682, -2.26340, -4.96917)
H (1.38952, -1.96064, -6.86320)
H (2.12277, -0.39626, -6.52696)
H (0.60333, -0.47756, -7.41495)
H (-1.47871, 0.70685, -4.07452)
H (-1.67583, 0.52544, -5.81581)
H (-0.38324, 1.56631, -5.17840)
H (1.67720, 2.44093, -4.41861)
H (2.25371, 1.90334, -5.99422)
H (3.15580, 3.12792, -5.09622)
H (3.99938, 1.89156, -1.92234)
H (5.04288, 2.60760, -3.16968)
H (5.41880, 1.02452, -2.47935)
H (4.30685, -0.48405, -6.14692)
H (5.56667, -0.43603, -4.91531)
H (5.28495, 0.97329, -5.94645)

Atomic partial charges in e from the Löwdin method, atoms 1 to 99: V 1.008; C -0.028; C -0.091; N 0.034; C -0.132; C -0.149; C 0.009; C -0.042; C -0.066; C -0.004; C -0.215; N -0.042; C -0.197; C -0.008; C -0.070; C -0.039; C -0.147; C 0.001; C -0.035; C -0.076; N 0.033; C -0.133; H 0.110; H 0.122; H 0.121; H 0.110; H 0.106; H 0.103; H 0.103; H 0.105; H 0.111; H 0.123; H 0.110; H 0.112; O 0.100; C -0.507; O -0.181; C -0.203; C 0.007; C -0.050; C -0.008; C -0.186; N 0.135; C -0.455; O 0.107; O 0.137; H 0.103; H 0.118; H 0.108; H 0.114; H 0.099; C -0.018; N -0.037; C -0.050; C 0.009; C -0.507; O -0.222; N 0.188; C -0.532; O 0.005; H 0.090; H 0.087; H 0.092; H 0.132; H 0.105; C -0.231; Si 0.276; C -0.219; C -0.214; Sb 0.991; Si 0.312; C -0.216; C -0.226; C -0.224; Si 0.277; C -0.240; C -0.237; C -0.236; H 0.030; H 0.015; H 0.014; H 0.030; H 0.000; H 0.020; H 0.034; H 0.012; H 0.016; H -0.007; H 0.027; H 0.029; H 0.017; H -0.021; H 0.030; H 0.007; H 0.036; H 0.012; H 0.003; H 0.023; H 0.029

- Among the records above, which one has the lowest energy?
  C39H49N6O6SbSi3V